1.
A molecular structure, C33H42N6PReS, computed with ωB97M-V/def2-TZVPD.

CARTESIAN COORDINATES (ANGSTROEM)
Re  -0.650  -14.533  11.039
S  -0.071  -16.335  12.376
P  1.712  -14.255  10.402
N  -1.724  -17.237  14.280
N  -0.987  -13.228  12.798
N  -2.602  -15.332  11.427
N  -1.601  -12.795  10.191
N  -3.460  -20.206  3.597
N  -2.624  -15.737  12.776
C  -2.083  -13.264  15.054
C  -0.879  -10.744  13.278
C  -1.685  -11.721  11.097
C  0.291  -13.837  14.787
C  -2.750  -13.392  8.049
C  -2.554  -10.523  10.776
C  -0.932  -13.479  14.224
C  -1.780  -12.618  8.760
C  -0.733  -15.513  9.402
C  -2.892  -19.588  4.359
C  0.281  -14.226  16.123
C  -1.086  -11.629  7.966
C  -1.244  -17.923  5.171
C  -0.185  -10.578  8.532
C  -0.677  -17.206  6.229
C  -0.901  -14.274  16.865
C  -2.291  -18.836  5.449
C  -2.802  -19.052  6.775
C  -2.769  -13.344  6.649
C  -1.206  -11.955  12.433
C  -1.819  -12.609  5.936
C  2.725  -15.849  10.834
C  2.128  -14.298  8.642
C  -2.262  -18.305  7.820
C  -1.571  -16.407  13.262
C  2.537  -12.760  11.080
C  -3.347  -12.652  14.525
C  -1.229  -17.332  7.564
C  1.645  -13.654  14.121
C  -1.026  -11.675  6.567
C  -0.814  -16.404  8.549
C  -3.792  -14.246  8.760
C  -2.053  -13.711  16.351
H  -0.350  -11.022  5.977
H  -2.953  -16.081  10.821
H  1.823  -14.419  13.355
H  0.827  -10.820  8.262
H  1.419  -13.698  8.023
H  0.211  -10.657  13.417
H  2.211  -16.714  10.375
H  1.958  -15.364  8.313
H  -0.960  -17.652  14.825
H  -1.251  -9.831  12.799
H  -4.193  -13.765  9.689
H  -3.522  -15.599  13.270
H  3.011  -12.959  12.072
H  -1.346  -10.803  14.260
H  -2.719  -18.395  8.801
H  1.859  -11.906  11.275
H  -3.507  -12.669  13.443
H  3.160  -14.043  8.461
H  -0.425  -9.619  8.035
H  -2.012  -9.550  10.924
H  -4.603  -14.372  7.999
H  2.740  -15.955  11.925
H  3.334  -12.394  10.435
H  -2.987  -13.687  16.960
H  -3.311  -14.565  11.269
H  -3.447  -15.242  8.947
H  2.384  -13.750  14.964
H  -3.495  -11.597  14.766
H  -3.595  -19.772  6.890
H  -2.987  -10.567  9.753
H  -0.209  -10.455  9.613
H  -1.698  -12.803  4.864
H  -0.867  -14.864  17.791
H  1.830  -12.660  13.749
H  -4.170  -13.193  15.001
H  -3.364  -10.497  11.476
H  0.079  -16.409  6.057
H  -3.593  -13.841  6.110
H  1.245  -14.509  16.623
H  3.753  -15.719  10.416
H  -0.902  -17.728  4.160
H  -2.604  -17.354  14.804

Computed properties:
spin multiplicity = 4
LUMO energy (alpha / beta) = -10.37 / -10.96 eV
HOMO energy (alpha / beta) = -0.5823 / -0.5909 hartree
maximum force = 5.74 eV/A
frontier orbital gap (alpha / beta) = 0.20124 / 0.18810 Eh
expectation value of S² = 3.8336
total charge = +3

=====

2.
8 unconnected molecules or ions with the total composition C33H42O17, computed with ωB97M-V/def2-TZVPD.

CARTESIAN COORDINATES (ANGSTROEM)
O  0.854  6.008  -2.096
O  1.964  -3.053  -0.808
O  4.231  -7.367  5.533
O  -1.594  0.862  1.109
O  1.639  1.516  0.264
O  -1.384  0.366  -1.529
O  4.694  4.342  3.724
O  -3.402  3.092  0.190
O  -5.545  0.871  -3.821
O  2.344  -8.055  1.179
O  0.238  0.183  -4.882
O  4.386  -4.735  5.131
O  1.715  -2.627  1.839
O  2.949  -5.380  0.576
O  -2.240  -6.417  0.314
O  2.190  3.543  4.626
O  3.639  3.146  -0.819
C  -3.905  2.718  2.555
C  0.974  -2.033  1.147
C  3.180  3.248  0.504
C  -0.641  -0.268  -0.735
C  -5.685  2.374  0.664
C  3.146  -5.823  1.752
C  2.238  2.324  0.945
C  -4.254  2.751  1.059
C  0.320  -1.173  -1.220
C  0.167  -0.938  1.599
C  -1.779  -5.263  0.420
C  0.072  5.345  -1.348
C  3.779  3.999  2.909
C  1.388  0.279  -4.375
C  3.915  4.122  1.518
C  3.238  -7.777  3.441
C  3.590  -4.924  2.838
C  -0.658  -4.976  1.423
C  2.396  -0.772  -4.529
C  -0.779  4.103  -1.910
C  -2.349  -4.238  -0.478
C  -5.530  3.112  -4.502
C  -3.498  2.067  -3.318
C  1.869  1.441  -3.681
C  3.957  -5.474  4.124
C  1.780  2.559  2.318
C  2.541  3.449  3.341
C  1.089  -2.082  -0.300
C  2.817  -7.243  2.043
C  -4.953  1.972  -3.773
C  -0.802  -0.065  0.719
C  3.888  -6.901  4.429
C  -0.354  5.648  0.045
H  1.812  1.054  -2.594
H  -1.801  4.231  -1.809
H  3.283  -8.707  3.876
H  -3.001  1.193  -3.287
H  1.943  -1.776  -4.934
H  -2.897  2.490  -4.323
H  -3.076  3.175  2.649
H  -5.539  3.958  -3.798
H  -3.807  1.630  2.852
H  -2.085  0.957  0.429
H  -0.073  4.981  0.730
H  4.509  5.008  1.171
H  0.371  -0.708  2.702
H  2.805  -1.178  -3.624
H  -6.035  1.367  0.899
H  3.960  -3.919  2.664
H  0.247  -4.669  0.704
H  2.798  4.180  5.091
H  4.532  -3.817  4.791
H  -6.298  3.041  1.244
H  1.360  2.419  -3.772
H  2.769  1.882  -4.234
H  4.065  3.973  -1.102
H  3.173  -0.588  -5.208
H  -0.912  -4.117  2.039
H  -6.000  2.537  -0.287
H  -0.387  3.156  -1.553
H  -4.733  2.802  3.329
H  2.062  -3.560  -0.010
H  -1.706  -3.701  -1.143
H  -5.057  3.493  -5.329
H  -0.607  4.129  -3.045
H  -1.323  5.874  0.220
H  0.890  1.935  2.675
H  -6.592  2.831  -4.894
H  -3.127  -4.708  -0.956
H  -2.723  -3.395  0.020
H  -3.297  2.859  -2.507
H  0.335  -1.322  -2.456
H  -0.343  -5.711  2.062
H  2.461  -7.605  0.183
H  0.219  6.479  0.402

Computed properties:
SMILES = O=C1C=C(O)C(=O)C=C1O.O=C1C=C(O)C(=O)C=C1O.O=C1C=C(O)C(=O)C=C1O.CC(C)=O.CC(C)=O.CC(C)=O.CC(C)=O.CC(C)=O
LUMO energy = -2.91 eV
HOMO energy = -0.3299 hartree
maximum force = 10.45 eV/A
frontier orbital gap = 0.22301 Eh

=====

3.
A molecular structure, C33H43As3Br3N3O4S2V, computed with ωB97M-V/def2-TZVPD.

CARTESIAN COORDINATES (ANGSTROEM)
Br  1.513  -3.369  -5.590
Br  0.755  -0.321  -8.188
Br  2.121  -3.239  -2.415
As  -0.768  1.398  2.477
As  1.929  1.232  0.093
As  4.974  1.748  4.557
V  -0.680  1.270  -0.107
S  -0.884  -2.051  0.683
S  -0.305  3.486  0.234
O  -1.413  -2.805  1.806
O  1.379  0.430  -2.757
O  0.520  -1.722  0.762
O  -0.705  0.697  -1.933
N  -1.675  -0.708  0.360
N  -2.806  1.573  -0.330
N  -2.437  -0.212  -5.544
C  -1.073  -4.457  -0.624
C  0.367  0.155  -5.405
C  -3.908  -1.787  0.521
C  2.273  -2.367  -4.131
C  -1.230  -5.252  -1.751
C  -1.372  -2.483  -1.985
C  2.164  0.085  3.239
C  -5.297  -1.657  0.340
C  -0.276  -0.163  -6.572
C  -4.667  2.894  -1.022
C  -1.214  -0.058  3.723
C  -3.646  0.519  -0.128
C  0.142  0.485  -2.928
C  -5.531  1.866  -0.790
C  0.765  2.184  3.417
C  -1.533  -3.283  -3.106
C  2.651  2.066  1.742
C  -1.847  0.096  -4.414
C  3.153  -0.281  -0.090
C  -0.448  0.249  -4.222
C  -2.139  2.635  3.107
C  -5.868  -0.489  -0.074
C  -3.052  -0.722  0.283
C  3.089  2.239  4.194
C  -5.037  0.627  -0.323
C  4.721  0.036  5.495
C  -1.459  -4.665  -2.989
C  -3.294  2.711  -0.765
C  2.167  1.609  3.125
C  -1.142  -3.078  -0.752
C  -1.643  -0.380  -6.656
C  2.855  2.465  -1.096
C  5.724  0.997  2.902
H  -1.163  -6.330  -1.664
H  -5.006  3.851  -1.395
H  -1.568  -5.286  -3.870
H  -0.545  -0.907  3.600
H  -5.921  -2.523  0.531
H  5.690  -0.303  5.862
H  -0.903  -4.894  0.352
H  1.481  -0.370  2.519
H  1.757  -1.415  -4.026
H  5.911  1.791  2.180
H  -2.225  -0.405  3.505
H  -3.502  -2.732  0.850
H  -1.390  -1.404  -2.066
H  -6.937  -0.400  -0.229
H  2.253  3.368  -1.167
H  -2.492  0.232  -3.550
H  4.288  -0.732  4.857
H  3.841  2.694  -0.685
H  4.185  0.042  0.070
H  3.115  3.319  4.025
H  2.641  2.103  5.186
H  2.420  3.126  1.611
H  -6.596  1.972  -0.965
H  4.066  0.195  6.353
H  -2.123  -0.647  -7.587
H  3.733  1.945  1.670
H  2.934  1.990  -2.071
H  6.681  0.549  3.172
H  -2.040  3.547  2.520
H  0.544  2.091  4.487
H  -2.566  3.506  -0.882
H  2.887  -1.077  0.601
H  0.738  3.241  3.145
H  -3.120  2.187  2.937
H  1.428  0.355  -5.366
H  5.091  0.241  2.442
H  -1.695  -2.815  -4.069
H  3.328  -2.254  -4.342
H  1.867  -0.236  4.243
H  3.027  -0.646  -1.108
H  3.153  -0.325  3.029
H  -2.013  2.836  4.173
H  -1.165  0.318  4.747

Computed properties:
spin multiplicity = 4
LUMO energy (alpha / beta) = 4.14 / 4.14 eV
HOMO energy (alpha / beta) = 0.0246 / -0.0739 hartree
maximum force = 0.33 eV/A
frontier orbital gap (alpha / beta) = 0.12737 / 0.22588 Eh
expectation value of S² = 3.8011
total charge = -2

=====

Q: Look up the maximum force of the second one.
A: 10.45 eV/A

=====

Q: Among the records above, which one has the highest maximum force?
A: C33H42O17

=====

Q: Which of these has the highest maximum force?
A: C33H42O17